[1]
Molecular formula: C6H14N3Sn
Method: DFT, the ωB97M-V functional and the def2-TZVPD basis

Geometry (Å):
1 C 2.12519 1.20235 -0.30154
2 Sn 0.57499 0.32153 0.56681
3 N -0.52841 0.69355 -1.71184
4 H 0.13622 0.43072 2.14607
5 H 1.12534 -1.03030 0.07371
6 H 2.99384 0.75439 0.36689
7 H 1.87791 2.31640 -0.16603
8 H 2.22846 0.83096 -1.38207
9 H -1.48979 1.04912 -1.75330
10 H -0.56745 -0.26690 -2.08245
11 H 0.03085 1.24106 -2.37703
12 N -4.52999 -3.32960 1.77955
13 C -3.52628 -2.63368 1.32563
14 C -3.74782 -1.30924 0.87409
15 C -2.67029 -0.52804 0.42166
16 N -1.37237 -1.01142 0.33273
17 C -1.19627 -2.32901 0.73840
18 C -2.24288 -3.11230 1.17279
19 H -5.36857 -3.04997 1.91024
20 H -4.31574 -4.28220 2.11803
21 H -4.73519 -0.90988 0.79483
22 H -2.76573 0.52793 0.06288
23 H -0.11012 -2.64496 0.69219
24 H -2.00350 -4.16193 1.39143

Results
Lowest unoccupied orbital energy (alpha / beta): 3.546 / 3.661 eV
Total energy: -16744.72800 eV
Molecular weight: 246.91 g/mol
Total charge: -1

Results of the Mulliken charge analysis, in e, for atoms 1 through 6: atom 1 (C): -1.20, atom 2 (Sn): 0.34, atom 3 (N): -0.90, atom 4 (H): -0.14, atom 5 (H): -0.23, atom 6 (H): 0.29

[2]
Molecular formula: C27H29N8O19V
Method: DFT, the ωB97M-V functional and the def2-TZVPD basis

Geometry (Å):
1 O -2.29630 -3.36310 -2.18169
2 V -0.73592 -3.09972 -2.20973
3 O 0.03398 -3.88006 -3.30730
4 N -0.15378 -1.00536 -0.26182
5 O 0.55739 -0.30459 0.40563
6 O -0.52493 -2.07985 0.20261
7 O -0.26071 -0.91594 -1.45557
8 C 1.68891 -2.44750 2.84958
9 N 1.99436 -2.11729 4.26216
10 O 2.94307 -1.41836 4.57129
11 O 1.31372 -2.73185 5.11178
12 H 1.85340 -1.55730 2.24247
13 H 0.60380 -2.54955 2.86462
14 H 2.22554 -3.34974 2.55616
15 C -4.83627 -0.72344 -0.16735
16 N -3.75714 0.03079 -0.78234
17 O -2.77185 0.12538 -0.03868
18 O -4.02634 0.54391 -1.83270
19 H -4.48269 -1.70081 0.16103
20 H -5.70620 -0.87185 -0.80711
21 H -5.20827 -0.19371 0.70963
22 C 4.11749 1.27105 -0.13180
23 N 4.95397 0.30966 0.71304
24 O 4.45946 -0.08043 1.84465
25 O 6.09557 -0.01963 0.28221
26 H 4.51030 2.27327 -0.30313
27 H 3.07071 1.22231 0.16816
28 H 4.04700 0.73324 -1.07726
29 C -2.71723 3.10559 -4.99173
30 C -3.44539 2.24911 -5.83338
31 C -3.18408 0.88977 -5.84168
32 C -2.36349 0.31380 -4.95758
33 C -1.57431 1.10987 -4.15796
34 C -1.71816 2.51169 -4.19753
35 N -2.18911 -1.17008 -4.96605
36 O -1.44988 -1.68962 -4.14319
37 O -2.66628 -1.76189 -5.95735
38 H -2.89918 4.16985 -4.96607
39 H -4.16694 2.70784 -6.49317
40 H -3.78000 0.19918 -6.41994
41 H -0.78729 0.80534 -3.48396
42 H -1.14826 3.21726 -3.61119
43 C 2.14427 4.31584 3.35095
44 C 2.53463 2.97416 3.39376
45 C 1.57801 1.98056 3.34163
46 C 0.20488 2.23662 3.07671
47 C -0.15917 3.59525 2.97370
48 C 0.77933 4.63545 3.11942
49 N -0.85876 1.21217 2.95901
50 O -2.01714 1.62225 2.59307
51 O -0.43960 0.08706 3.15153
52 H 2.85060 5.11205 3.53411
53 H 3.57457 2.69856 3.48845
54 H 1.97720 0.97728 3.36317
55 H -1.16493 3.98759 3.00380
56 H 0.45369 5.66495 3.09719
57 C 0.32437 -6.83584 3.79860
58 C -0.42504 -5.79850 3.24615
59 C -0.31708 -5.40081 1.93108
60 C 0.71750 -6.01156 1.17989
61 C 1.45563 -7.11052 1.68039
62 C 1.37066 -7.40916 3.03682
63 N 0.89428 -5.51300 -0.19829
64 O 0.09616 -4.67894 -0.62918
65 O 1.82768 -6.04098 -0.85104
66 H 0.20913 -7.14291 4.82759
67 H -1.14051 -5.26242 3.85205
68 H -0.94341 -4.66447 1.44952
69 H 2.12907 -7.66309 1.04200
70 H 1.94199 -8.19709 3.50495
71 C -0.88370 5.01406 -0.05730
72 C 0.11653 5.75905 -0.69824
73 C 0.92240 5.06055 -1.60403
74 C 0.84172 3.65031 -1.79596
75 C 0.00349 2.94900 -0.90356
76 C -0.85452 3.61246 -0.06137
77 N 1.79783 3.09885 -2.76818
78 O 2.09709 1.97180 -2.55203
79 O 2.11275 3.78279 -3.71982
80 H -1.61246 5.55545 0.52768
81 H 0.19755 6.83181 -0.60333
82 H 1.62144 5.62619 -2.20219
83 H -0.06446 1.87193 -0.86216
84 H -1.51237 3.08770 0.61558

Results
Lowest unoccupied orbital energy: -1.774 eV
Total energy: -104954.71268 eV
Molecular weight: 820.51 g/mol

Results of the Mulliken charge analysis, in e, for atoms 1 through 6: atom 1 (O): -0.55, atom 2 (V): 1.53, atom 3 (O): -0.46, atom 4 (N): 1.32, atom 5 (O): -0.46, atom 6 (O): -0.67

[3]
Molecular formula: C6H9NO
Method: DFT, the ωB97M-V functional and the def2-TZVPD basis

Geometry (Å):
1 C 0.75708 1.22159 1.68194
2 C 0.77170 0.02657 0.83338
3 C -0.61146 -0.68966 0.50272
4 C -0.22300 -1.66940 -0.62670
5 C 0.67044 0.39679 -0.63184
6 C -0.79535 0.45160 -0.32834
7 H 1.60134 1.91997 1.56110
8 H -0.25916 1.72112 1.55447
9 H 0.82530 0.76182 2.56772
10 H 1.61810 -0.61240 1.03939
11 H -1.29974 -0.97866 1.30538
12 H 0.19968 -2.54897 -0.01419
13 H -1.08644 -2.00923 -1.18788
14 H 0.77412 -1.10707 -2.27909
15 H 1.26784 1.28715 -1.06615
16 N 0.93605 -1.03557 -1.21604
17 O -1.70124 1.29879 -0.44443

Results
Lowest unoccupied orbital energy: 0.915 eV
Total energy: -9902.44151 eV
Molecular weight: 111.14 g/mol

Results of the Mulliken charge analysis, in e, for atoms 1 through 6: atom 1 (C): -1.49, atom 2 (C): -0.10, atom 3 (C): -0.07, atom 4 (C): -0.57, atom 5 (C): -0.03, atom 6 (C): 0.13

[4]
Molecular formula: C44H46BF4N10PS2Tb
Method: DFT, the ωB97M-V functional and the def2-TZVPD basis

Geometry (Å):
1 Tb -20.76672 -6.71370 -4.14884
2 S -25.38982 -6.38884 -9.91774
3 C -24.60822 -7.04740 -11.30131
4 C -23.45603 -7.72185 -11.00969
5 C -23.18352 -7.73752 -9.62162
6 C -24.13371 -7.03812 -8.86988
7 C -24.16195 -6.82311 -7.41882
8 C -22.99549 -7.15112 -6.69236
9 N -22.88846 -6.98700 -5.37023
10 C -23.97594 -6.55347 -4.65390
11 C -25.20565 -6.16220 -5.31382
12 C -26.25897 -5.56303 -4.56266
13 C -26.19385 -5.41649 -3.19748
14 C -24.97129 -5.73305 -2.49975
15 C -24.81059 -5.50822 -1.12569
16 C -23.55895 -5.76714 -0.49464
17 C -22.53443 -6.33734 -1.26583
18 N -22.66828 -6.60879 -2.57396
19 C -23.84467 -6.34605 -3.21045
20 C -23.38956 -5.54899 0.93451
21 C -22.18252 -5.67050 1.68354
22 C -22.30074 -5.28033 3.00025
23 C -23.58881 -4.85679 3.29766
24 S -24.65872 -4.96326 1.92901
25 C -25.28074 -6.31167 -6.70471
26 H -25.02889 -6.97111 -12.26932
27 H -22.80157 -8.19657 -11.77277
28 H -22.38874 -8.30531 -9.15647
29 H -22.12406 -7.50683 -7.19924
30 H -27.16585 -5.27077 -5.08752
31 H -27.01881 -5.05455 -2.56641
32 H -25.59756 -4.98662 -0.57723
33 H -21.58424 -6.55481 -0.80229
34 H -21.25970 -6.04019 1.21877
35 H -21.45718 -5.28929 3.68394
36 H -23.94773 -4.50562 4.23897
37 H -26.18320 -6.08067 -7.26210
38 F -18.70054 -9.23359 -6.34647
39 B -20.04211 -8.84944 -6.20701
40 F -20.14543 -7.37412 -6.27373
41 F -20.95380 -9.37631 -7.08679
42 F -20.51906 -9.07978 -4.81936
43 N -18.78218 -11.64250 1.77339
44 C -19.03080 -10.95678 0.86945
45 C -19.32628 -10.13973 -0.23296
46 C -20.52878 -10.30014 -0.90780
47 C -20.83581 -9.45565 -1.96647
48 C -19.97998 -8.42516 -2.32627
49 C -18.73901 -8.32403 -1.72524
50 C -18.43729 -9.15487 -0.64966
51 H -21.25663 -11.07346 -0.59565
52 H -21.75284 -9.59179 -2.49322
53 H -17.96725 -7.65819 -2.06836
54 H -17.53326 -9.03102 -0.05375
55 N -21.54291 -4.57561 -4.49126
56 C -22.12640 -3.56453 -4.50732
57 N -22.85539 -2.53006 -4.71670
58 C -22.84392 -1.43210 -3.93417
59 N -22.89449 -0.40991 -3.34685
60 N -18.76245 -5.77244 -4.08763
61 P -17.79832 -4.59413 -4.17099
62 N -17.81257 -3.58238 -2.81634
63 C -17.02782 -4.05974 -1.65110
64 C -16.64531 -2.87678 -0.78886
65 C -17.85082 -2.09103 -0.32821
66 C -19.12570 -2.53116 -1.02707
67 C -18.90584 -2.63955 -2.51676
68 N -18.10286 -3.55683 -5.43462
69 C -17.80929 -2.13939 -5.47777
70 C -19.05005 -1.44238 -6.12948
71 C -19.26746 -1.98114 -7.55722
72 C -18.38046 -3.16656 -7.87925
73 C -18.45781 -4.16569 -6.75448
74 N -16.12849 -4.86744 -4.37603
75 C -15.54397 -6.21784 -4.41996
76 C -14.23704 -6.18863 -5.23238
77 C -13.18971 -5.49539 -4.39194
78 C -13.78261 -4.20311 -3.71729
79 C -15.12261 -3.77625 -4.38849
80 H -16.11538 -4.57492 -2.00045
81 H -17.59859 -4.83401 -1.09166
82 H -15.90154 -2.23219 -1.30540
83 H -16.11853 -3.23002 0.12372
84 H -17.72596 -0.99866 -0.45722
85 H -17.94076 -2.17200 0.76205
86 H -19.88027 -1.75476 -0.83929
87 H -19.53198 -3.46135 -0.57744
88 H -18.68668 -1.61360 -2.90508
89 H -19.81366 -3.02893 -3.02911
90 H -16.88368 -1.95228 -6.05753
91 H -17.70209 -1.69223 -4.46672
92 H -18.79068 -0.36738 -6.15196
93 H -19.91616 -1.56591 -5.46862
94 H -19.15983 -1.16488 -8.29420
95 H -20.32107 -2.31657 -7.62417
96 H -17.33299 -2.87062 -8.11121
97 H -18.80873 -3.61571 -8.77853
98 H -17.79400 -5.02388 -6.96731
99 H -19.50083 -4.53133 -6.66738
100 H -16.27101 -6.96298 -4.82803
101 H -15.31680 -6.55991 -3.37903
102 H -14.31390 -5.80179 -6.27777
103 H -13.90416 -7.24075 -5.31842
104 H -12.26244 -5.26408 -4.97116
105 H -12.83877 -6.19384 -3.61407
106 H -13.10287 -3.33486 -3.85995
107 H -13.95074 -4.34550 -2.64862
108 H -14.90626 -3.49621 -5.46974
109 H -15.52341 -2.85652 -3.91500

Results
Lowest unoccupied orbital energy (alpha / beta): 0.565 / 0.562 eV
Spin multiplicity: 7
Total energy: -126224.87621 eV
Molecular weight: 1055.76 g/mol
Total charge: -1

Results of the Mulliken charge analysis, in e, for atoms 1 through 6: atom 1 (Tb): 0.36, atom 2 (S): -0.20, atom 3 (C): -0.39, atom 4 (C): -0.57, atom 5 (C): -0.36, atom 6 (C): 0.09